ORCA calculation (the ωB97M-V functional and the def2-TZVPD basis) on a gas-phase ion, C4H10N3 (charge +1) in a non-equilibrium geometry.

Calculated values
SMILES: [H]/N=N\C(=[NH2+])C(C)C
Charge: +1
Total energy, eV: -8770.793
Relative energy (zero: lowest compared OMol25 entry of this formula, charge and spin), kJ/mol: 367.2

Element x y z (Å)
N (-2.324, -1.437, 0.013)
H (1.348, -1.085, 1.970)
C (0.901, -1.239, 0.923)
N (-1.159, 1.736, 0.229)
H (0.819, 1.149, -1.603)
H (1.524, -1.876, 0.325)
H (1.399, -0.497, -1.699)
H (-2.016, 1.969, -0.367)
C (1.361, 0.339, -1.088)
H (-0.636, 2.515, 0.430)
C (0.648, 0.129, 0.232)
H (0.049, -1.807, 1.204)
H (0.949, 0.907, 0.971)
H (-2.776, -1.467, -0.951)
H (2.364, 0.674, -0.891)
N (-1.624, -0.487, 0.159)
C (-0.829, 0.477, 0.143)

Cartesian forces, eV/Å:
N -1.508 -0.331 -0.503
H -0.084 -0.113 -1.726
C 1.131 1.062 1.735
N -5.597 0.049 -2.697
H 0.519 -0.180 -0.194
H 0.469 -0.198 -0.128
H -0.112 -1.741 -1.070
H 1.395 -0.097 1.661
C -0.731 2.281 0.865
H 2.130 1.441 0.653
C 0.046 -0.695 1.564
H -1.159 -0.401 -0.251
H 0.146 -0.324 -0.602
H 0.945 -0.248 0.573
H 0.441 0.115 -0.037
N -1.267 -0.455 -0.371
C 3.235 -0.164 0.527